75
Properties=species:S:1:pos:R:3 method="wB97M-V/def2-TZVPD" total_charge=+1 max_force_ha_per_bohr=0.0770 multiplicity=1 lumo_energy_ev=-9.53
O 5.516 -1.013 -0.791
O -0.522 1.863 2.082
O -0.535 0.721 0.170
O 1.162 -2.771 -4.539
O -4.516 2.475 -0.290
O -6.830 -1.617 1.681
O 1.693 3.730 2.625
O 2.470 -0.088 3.143
O 1.385 1.470 1.127
N -0.993 -0.859 -2.136
N 3.725 2.273 -0.791
N -4.607 -2.487 0.437
C 4.455 -0.089 -0.967
C 4.811 1.346 -0.546
C -3.438 3.086 -0.939
C 0.302 -1.383 -2.602
C -4.441 -1.772 1.696
C 1.974 -1.838 -5.208
C 5.184 -2.290 -1.394
C 0.137 1.382 1.120
C 0.055 -2.197 -3.853
C -5.682 -0.885 2.032
C 1.574 -1.182 3.328
C 2.627 4.514 1.856
C -8.035 -0.916 1.936
C 0.959 -2.160 -1.466
C -3.107 -1.051 1.721
C 5.127 1.449 0.945
Be -0.428 3.596 3.890
H -0.608 -1.717 -4.578
H 3.612 4.057 1.971
H 5.987 0.907 1.332
H 4.289 -2.701 -0.927
H -3.816 3.931 -1.522
H -0.711 -0.223 -1.393
H 2.271 -1.051 -4.510
H 0.936 -0.516 -2.806
H 1.832 -1.939 2.579
H -2.900 2.456 -1.650
H -4.575 2.763 0.621
H 2.013 -2.361 -1.678
H 2.807 -2.344 -5.691
H 4.270 1.085 1.519
H 1.703 -1.638 4.305
H 2.893 1.942 -0.306
H 5.217 2.498 1.231
H -8.067 -0.808 3.025
H -1.420 0.898 0.548
H 1.430 -1.364 -6.035
H 2.452 4.428 0.784
H -5.584 0.078 1.520
H -5.713 -0.748 3.119
H 4.113 -0.139 -2.008
H -4.402 -2.565 2.449
H -2.684 3.404 -0.211
H 5.662 1.618 -1.175
H -1.599 -1.563 -1.727
H 1.561 2.879 2.153
H -4.540 -1.741 -0.260
H -2.875 -0.599 0.755
H 3.411 2.248 -1.758
H 3.600 -0.471 -0.390
H -5.606 -2.669 0.347
H 0.590 -0.792 3.054
H -8.126 0.082 1.499
H 2.628 5.516 2.272
H -2.286 -1.721 1.986
H -3.060 -0.335 2.547
H -8.845 -1.523 1.538
H -0.576 -3.035 -3.541
H 0.450 -3.108 -1.283
H 5.061 -2.143 -2.469
H 5.986 -3.019 -1.300
H 2.207 0.345 2.318
H 0.986 -1.608 -0.525

---

84
Properties=species:S:1:pos:R:3 method="wB97M-V/def2-TZVPD" max_force_ha_per_bohr=0.1094 multiplicity=1 lumo_energy_ev=0.03
Br -1.197 -4.038 3.113
Br 1.709 -3.021 5.171
Cl 5.302 0.735 5.099
P -2.062 -2.714 4.696
P -4.243 2.421 0.876
P 3.153 -0.553 -3.501
Si -0.924 -0.733 4.630
Si 1.695 -1.418 3.619
F 1.041 -2.253 1.072
F 3.132 -1.747 1.255
F 2.360 -3.627 2.105
O -4.069 1.857 2.258
O 0.258 -0.649 3.418
O 4.648 -0.416 -3.565
O -1.695 -3.316 6.200
N -0.346 -0.215 6.182
N 1.547 -0.188 -3.055
N 2.797 -0.123 -5.145
N -4.902 1.064 0.070
N 2.986 -2.208 -3.115
N -2.569 2.735 0.563
N -4.699 3.491 -0.371
C -4.375 0.382 -1.090
C 2.264 -3.220 -3.852
C 3.846 -2.735 -2.061
C 3.074 -0.181 3.907
C -1.808 3.181 1.726
C 2.432 -1.099 -6.150
C -1.751 1.872 -0.251
C 0.956 -0.703 -1.818
C -5.985 0.354 0.741
C 3.691 0.881 -5.712
C 2.103 -2.313 1.917
C 4.996 -1.825 4.300
C 4.161 -0.660 4.849
C -6.029 3.431 -0.977
C 0.828 0.965 -3.602
C -4.009 4.764 -0.599
H -3.655 -0.399 -0.820
H 2.588 0.691 4.348
H -6.916 0.935 0.715
H 1.917 -4.010 -3.180
H 3.526 -2.381 -1.076
H 3.944 1.639 -4.972
H -1.103 -4.069 6.095
H 2.881 -3.685 -4.629
H 1.707 -1.063 -1.121
H 3.822 -3.823 -2.037
H 0.389 0.060 -1.283
H -0.712 2.211 -0.239
H 1.499 1.696 -4.040
H -6.730 2.867 -0.369
H 5.912 -1.435 3.876
H 0.526 -0.639 6.467
H 5.271 -2.469 5.130
H 2.330 -0.613 -7.122
H -5.182 -0.087 -1.660
H -5.752 0.147 1.788
H 0.127 0.637 -4.374
H -0.924 3.735 1.397
H -5.970 2.960 -1.962
H -1.763 0.840 0.132
H 4.628 0.448 -6.082
H 3.491 0.165 2.964
H -4.713 5.572 -0.804
H -1.072 -0.398 6.865
H 0.274 -1.526 -2.049
H 1.451 -1.534 -5.944
H -2.040 1.883 -1.304
H -1.978 0.219 4.245
H -1.484 2.347 2.359
H -3.906 1.074 -1.790
H 3.175 -1.901 -6.255
H 1.357 -2.822 -4.306
H -6.188 -0.603 0.264
H 4.468 -2.424 3.564
H -3.429 5.074 0.263
H -3.334 4.674 -1.453
H 3.192 1.393 -6.540
H 4.888 -2.440 -2.199
H 0.262 1.491 -2.829
H -2.398 3.859 2.342
H -6.463 4.423 -1.107
H 3.774 -0.899 5.829

---

90
Properties=species:S:1:pos:R:3 method="wB97M-V/def2-TZVPD" max_force_ha_per_bohr=0.0842 multiplicity=1 lumo_energy_ev=0.49
Cl -2.047 2.285 -0.090
Cl -2.112 -0.617 -0.669
Cl 0.286 0.805 -1.065
P 4.443 -0.369 0.163
P 0.404 -2.633 -5.583
P -5.323 -5.024 1.460
P 3.593 5.468 0.499
P -2.941 1.231 3.801
O 4.270 5.267 -0.813
O 1.238 -3.642 -6.506
O 3.218 -0.345 1.260
O 1.589 -2.176 -4.580
O 3.347 6.989 1.077
O -2.855 2.780 3.213
O 2.155 4.738 0.480
O 5.108 1.099 0.187
O -2.198 0.249 2.987
O -4.239 -5.676 0.448
O 5.556 -1.328 0.736
O -2.504 1.390 5.345
O 3.954 -0.798 -1.200
O -4.545 1.093 3.956
O 0.135 -1.307 -6.585
O -0.814 -3.259 -4.951
O -6.637 -4.777 0.502
O -4.932 -3.480 1.775
O -5.644 -5.680 2.771
O 4.351 4.664 1.694
C 3.166 8.008 0.176
C 5.718 4.852 1.949
C 5.686 1.587 -1.005
C -1.705 3.572 3.265
C -6.585 -4.527 -0.912
C 0.710 -4.842 -7.105
C 2.027 3.400 0.196
C -5.345 0.811 2.782
C -1.166 0.750 -0.088
C -1.076 -1.051 -7.175
C 2.309 -1.365 1.428
C -3.803 -2.800 1.340
C -3.106 2.381 6.195
C -4.254 -7.121 0.404
C 6.300 -1.123 1.989
C 1.305 -1.464 -3.330
H -1.572 3.807 2.209
H 5.342 2.621 -1.021
H -6.161 -3.541 -1.103
H -3.318 -7.609 0.131
H 6.141 -1.765 2.856
H 0.848 -5.669 -6.409
H 7.388 -1.102 1.928
H -3.801 2.009 6.949
H -5.021 -7.464 -0.291
H 6.755 1.432 -0.855
H -0.329 -4.611 -7.339
H -3.091 -3.484 1.802
H 2.638 -2.280 1.921
H -4.461 -7.540 1.389
H 6.277 4.254 1.229
H 5.497 1.101 -1.962
H -6.323 1.176 3.097
H 3.639 7.696 -0.755
H -7.556 -4.474 -1.406
H 1.282 -5.046 -8.010
H -3.703 3.027 5.551
H -5.459 -0.239 2.512
H 3.006 2.945 0.044
H -1.871 -1.747 -6.906
H 2.099 8.228 0.152
H 1.782 -0.485 -3.382
H 1.449 3.434 -0.728
H 0.257 -1.199 -3.191
H 3.614 8.955 0.476
H 6.008 5.903 1.941
H 5.996 -0.182 2.449
H -0.993 -1.113 -8.260
H 5.896 4.589 2.991
H -1.283 0.007 -7.013
H 1.637 -1.986 -2.432
H -5.979 -5.295 -1.392
H -1.828 4.406 3.956
H 1.597 2.671 0.882
H -0.765 3.089 3.530
H -5.168 1.437 1.908
H -3.798 -1.829 1.836
H 2.001 -1.736 0.451
H -3.848 -2.795 0.251
H 1.366 -1.135 1.922
H -2.430 3.018 6.765
H -0.796 0.505 0.907

---

Quick rundown of HOMO, same order as above: -11.472; -8.085; -10.020 eV
Quick rundown of frontier orbital gap, same order as above: 1.94; 8.12; 10.51 eV
Quick rundown of ΔE to the lowest compared entry with this formula, charge and spin, same order as above: 94.89; 33.45; 109.70 kcal/mol